(1)
The following is a quantum chemistry calculation of a molecular structure, C5H2F15O16S5Zn, from the OMol25 dataset.

## Properties
- relative energy (zero: lowest compared OMol25 entry of this formula, charge and spin) (kJ/mol) = 117.5
- HOMO level (eV) = -0.97
- frontier orbital gap (eV) = 6.98
- charge = -3
- E_LUMO (eV) = 6.0

Geometry as XYZ:
```
44
C5H2F15O16S5Zn (wB97M-V/def2-TZVPD)
Zn 0.1363 -0.3951 -0.1313
C -2.5877 -3.7813 -0.4536
F -2.8813 -3.4997 -1.7421
F -3.3778 -4.7234 0.0077
F -1.2972 -4.2827 -0.4528
S -2.6097 -2.2087 0.6604
O -2.7308 -2.7145 2.0212
O -1.3199 -1.5244 0.5026
O -3.7399 -1.3764 0.2971
C -2.4173 1.6463 -3.4902
F -3.2841 2.5316 -3.9349
F -2.9586 0.4409 -3.6214
F -1.3361 1.7457 -4.2565
S -2.0035 1.9124 -1.6246
O -1.3869 3.2235 -1.3738
O -3.3248 1.8446 -1.0188
O -1.1069 0.7894 -1.2677
C 1.3787 2.4170 3.1699
F 1.8506 1.1729 3.4302
F 1.1048 3.0467 4.2737
F 2.2759 3.0900 2.4761
S -0.2420 2.1871 2.1740
O -1.3129 2.1355 3.1498
O -0.3336 3.3951 1.3504
O -0.1259 0.9611 1.3672
C 1.1517 -2.2735 3.5500
F 1.9330 -2.8895 4.4387
F 0.1042 -3.0677 3.3896
F 0.7448 -1.0865 4.0549
S 2.1322 -2.1364 1.8982
O 1.3144 -1.3684 0.9260
O 3.4391 -1.5378 2.1630
O 2.2052 -3.5062 1.4700
C 2.5494 1.9879 -3.1180
F 1.5547 2.7573 -3.5434
F 2.4445 0.7782 -3.7127
F 3.7098 2.5201 -3.5079
S 2.3850 1.9219 -1.1781
O 1.5436 3.0418 -0.8040
O 1.6524 0.6653 -0.9187
O 3.7201 1.9653 -0.5531
O 0.3339 -1.6341 -1.7751
H -0.3100 -1.8737 -2.4438
H 1.0226 -2.2976 -1.8481
```

---

(2)
The following is a quantum chemistry calculation of 6 unconnected molecules or ions with the total composition H14NO5, from the OMol25 dataset.

## Properties
- relative energy (zero: lowest compared OMol25 entry of this formula, charge and spin) (kJ/mol) = 231.5
- HOMO level (eV) = -13.53
- frontier orbital gap (eV) = 9.61
- charge = +1
- E_LUMO (eV) = -3.9

Geometry as XYZ:
```
20
H14NO5 (wB97M-V/def2-TZVPD)
N -7.6568 -8.9936 0.5875
H -7.3353 -9.3181 1.4883
H -7.2250 -9.6218 -0.0751
H -7.3280 -8.0387 0.5982
H -8.6655 -8.9540 0.5560
O -7.0863 -11.6982 -3.3818
H -7.3551 -12.6128 -3.2960
H -6.4039 -11.7105 -4.0530
O -6.6464 -4.6548 -0.1113
H -6.4779 -4.1938 -0.9331
H -6.8295 -3.9597 0.5207
O -4.8384 -11.8459 3.1844
H -4.5314 -12.0067 4.0766
H -4.0433 -11.8556 2.6515
O -12.0587 -9.3747 -0.4245
H -12.4837 -8.9651 -1.1781
H -12.7678 -9.5185 0.2021
O -9.9262 -8.8534 -5.6827
H -10.6932 -8.6829 -5.1360
H -9.2781 -9.2179 -5.0800
```